Entry 1:
Below is an isolated molecule of C4H7N3 at a distorted geometry, with properties calculated with wB97M-V/def2-TZVPD.

Summary:
charge	0
SMILES string	[H]/N=C(\C#N)NCC
HOMO-LUMO gap	10.29	eV

Geometry (Å):
N  0.789  2.110  -1.684
N  -0.912  2.229  1.320
N  -0.634  0.025  0.700
C  0.354  -1.023  0.425
C  -0.429  1.367  0.513
C  0.280  1.742  -0.712
C  0.250  -1.642  -0.962
H  0.162  -1.796  1.176
H  -1.156  -0.107  1.557
H  0.599  -0.960  -1.740
H  0.864  -2.548  -1.004
H  1.374  -0.657  0.605
H  -0.784  -1.919  -1.183
H  -0.757  3.179  0.991

How positive or negative is each atom? The Mulliken charges in e answer that: -0.401 -0.704 -0.241 -0.429 0.546 0.175 -1.082 0.386 0.277 0.304 0.347 0.283 0.295 0.245

Entry 2:
Below is a structure of composition C29H32BCeClO2P at a distorted geometry, with properties calculated with wB97M-V/def2-TZVPD.

Summary:
charge	+1
HOMO-LUMO gap (alpha / beta)	6.69 / 6.70	eV

Geometry (Å):
Ce  -0.995  -0.543  0.593
Cl  -1.556  -0.304  -1.734
P  1.100  2.345  -0.456
O  -2.023  -3.855  1.679
O  -0.732  -3.963  -0.320
C  2.178  2.098  -1.917
C  3.513  0.532  -3.210
C  -1.215  -6.083  1.921
C  4.103  3.133  2.989
C  -0.628  6.559  -1.344
C  2.339  2.657  0.855
C  3.361  2.833  -3.907
C  -3.320  0.185  1.190
C  4.579  3.091  1.683
C  -1.161  -6.256  -1.013
C  3.857  1.547  -4.103
C  -3.056  -1.132  1.732
C  0.488  6.452  -0.518
C  1.036  5.201  -0.230
C  2.743  2.934  3.235
C  -1.966  -1.016  2.700
C  3.705  2.857  0.620
C  -1.203  5.405  -1.879
C  -3.597  -5.657  1.301
C  2.530  3.110  -2.821
C  -1.524  0.379  2.713
C  -2.353  1.115  1.745
C  0.468  4.036  -0.762
C  -2.172  -5.178  1.128
C  -1.729  -4.997  -0.402
C  -0.672  4.156  -1.585
C  1.870  2.687  2.183
C  -2.878  -4.484  -1.314
C  2.676  0.797  -2.134
B  -1.276  -3.161  0.726
H  -4.020  0.408  0.376
H  -2.490  -4.288  -2.329
H  -1.129  3.258  -1.991
H  5.637  3.242  1.482
H  0.814  2.519  2.378
H  -4.326  -4.971  0.852
H  -1.502  -6.087  2.983
H  4.087  2.834  -0.396
H  2.399  0.003  -1.449
H  1.910  5.131  0.409
H  -3.850  -5.745  2.364
H  -1.051  7.535  -1.568
H  -2.224  2.164  1.453
H  2.365  2.962  4.254
H  -2.077  5.481  -2.521
H  3.895  -0.476  -3.359
H  4.506  1.335  -4.949
H  3.621  3.629  -4.599
H  -0.280  -6.627  -0.479
H  2.154  4.118  -2.673
H  -0.643  0.776  3.228
H  -3.344  -3.550  -0.959
H  -0.863  -6.082  -2.053
H  -1.933  -7.047  -1.010
H  -3.557  -2.057  1.432
H  -3.664  -5.246  -1.406
H  -0.172  -5.742  1.855
H  4.785  3.317  3.815
H  -3.717  -6.652  0.836
H  -1.285  -7.116  1.561
H  0.941  7.345  -0.095
H  -1.473  -1.849  3.211

How positive or negative is each atom? The Mulliken charges in e answer that: 0.647 -0.318 0.774 -0.450 -0.668 0.099 -0.659 -1.887 -0.516 -0.490 0.031 -0.670 -0.729 -0.667 -1.819 -0.495 -0.081 -0.670 0.053 -0.716 -0.592 -0.020 -0.576 -1.821 -0.009 -0.470 -0.187 -0.222 1.298 1.507 -0.454 -0.299 -1.551 -0.307 0.919 0.430 0.449 0.431 0.416 0.434 0.359 0.478 0.384 0.243 0.375 0.468 0.388 0.590 0.422 0.410 0.403 0.384 0.412 0.396 0.344 0.547 0.166 0.478 0.322 0.537 0.373 0.309 0.388 0.361 0.398 0.416 0.505

Entry 3:
Below is a structure of composition C30H36Cl2N5O3SiTi at a distorted geometry, with properties calculated with wB97M-V/def2-TZVPD.

Summary:
charge	+1
HOMO-LUMO gap	7.49	eV

Geometry (Å):
Ti  -0.053  0.049  0.662
Cl  -4.224  3.299  0.421
Cl  -4.973  0.469  0.792
Si  3.062  1.190  0.078
O  -2.998  1.612  -4.098
O  -1.283  1.600  0.107
O  0.955  -0.776  -2.931
N  -0.142  0.473  -1.421
N  -1.670  -1.154  2.997
N  -2.027  1.812  -2.022
N  -1.063  -0.089  2.713
N  1.807  0.144  0.748
C  0.703  2.411  -4.164
C  -1.141  -1.745  0.671
C  2.096  -2.133  -0.113
C  -1.480  -2.482  -0.418
C  4.280  1.659  1.446
C  -1.108  1.328  -1.136
C  -1.868  -1.952  1.831
C  1.681  -3.910  1.469
C  1.989  -3.506  0.197
C  -2.844  -2.925  1.935
C  -0.614  0.743  3.787
C  3.985  0.285  -1.225
C  -3.182  -3.664  0.833
C  -2.520  -3.427  -0.356
C  1.563  -3.038  2.556
C  -0.057  1.915  3.345
C  2.127  2.690  -0.611
C  1.858  -1.259  0.940
C  -0.095  1.265  -4.814
C  1.002  2.263  5.493
C  0.343  1.112  5.950
C  -2.089  1.344  -3.382
C  0.035  -0.009  -2.709
C  -4.058  1.902  1.468
C  -0.381  0.321  5.114
C  -0.923  0.451  -3.836
C  0.805  2.653  4.182
C  -2.206  -1.744  -3.626
C  1.586  -1.686  2.232
C  -1.495  -0.714  -4.521
H  1.104  3.155  -4.863
H  5.042  0.893  1.407
H  -1.604  -2.599  -3.362
H  1.210  -3.371  3.521
H  -3.366  -3.072  2.890
H  -2.826  -3.968  -1.292
H  -2.968  -2.190  -4.184
H  -3.947  -4.398  0.924
H  -2.182  -0.406  -5.332
H  1.556  -0.950  3.005
H  2.913  3.483  -0.811
H  1.539  2.028  -3.596
H  -0.747  1.529  -5.654
H  -0.858  -0.515  5.597
H  4.800  2.626  1.350
H  3.873  1.589  2.474
H  1.185  3.573  3.704
H  -3.034  1.501  1.499
H  -0.168  2.153  2.279
H  2.176  -4.229  -0.569
H  -0.012  2.952  -3.494
H  -2.812  2.341  -1.619
H  3.410  0.289  -2.164
H  1.621  -4.935  1.821
H  0.403  0.839  7.026
H  1.673  2.838  6.043
H  1.367  3.211  -0.006
H  4.905  0.851  -1.430
H  4.273  -0.686  -0.992
H  -4.555  2.155  2.425
H  2.317  -1.742  -1.086
H  0.742  0.617  -5.215
H  -0.952  -2.379  -1.384
H  1.887  2.434  -1.616
H  -0.738  -1.188  -5.115
H  -2.611  -1.204  -2.765

How positive or negative is each atom? The Mulliken charges in e answer that: -1.822 -0.173 -0.184 0.165 -0.538 -0.480 -0.595 2.340 -0.805 0.399 1.164 0.316 -0.774 2.215 -0.334 -0.098 -1.171 -0.180 -0.770 -0.583 -1.444 -0.396 0.054 -1.222 -0.881 -0.730 -0.715 0.372 -0.405 0.767 -1.440 -0.709 -0.429 -0.078 -1.117 0.542 -0.698 2.407 -0.921 -1.115 0.106 -1.937 0.508 0.343 0.236 0.434 0.480 0.381 0.543 0.487 0.602 0.687 0.481 -0.001 0.554 0.485 0.371 0.289 0.399 -0.732 0.499 0.516 0.173 0.172 0.216 0.394 0.358 0.508 0.308 0.410 0.513 0.424 0.574 0.380 0.460 -0.375 0.564 0.259

Entry 4:
Below is a cluster of 2 separate species, C5H7O2S in total at a distorted geometry, with properties calculated with wB97M-V/def2-TZVPD.

Summary:
charge	-1
HOMO-LUMO gap	6.06	eV

Geometry (Å):
S  0.333  -1.555  0.717
O  3.949  0.267  -1.165
O  3.289  0.744  0.933
C  3.500  0.469  -0.155
C  -0.740  0.901  1.058
C  -0.586  -0.166  -0.001
C  0.705  -0.271  -0.652
C  -1.928  -0.635  -0.646
H  0.403  -0.963  -1.665
H  0.240  1.005  1.754
H  -1.913  -0.474  -1.817
H  -1.651  0.701  1.733
H  -2.087  -1.752  -0.460
H  -0.817  1.748  0.444
H  -2.698  -0.020  -0.079

How positive or negative is each atom? The Mulliken charges in e answer that: -0.485 -0.321 -0.320 0.590 -1.410 1.178 -0.940 -1.068 -0.005 0.248 0.272 0.339 0.220 0.369 0.331

Entry 5:
Below is a cluster of 2 separate species, C32H32NO2S in total at a distorted geometry, with properties calculated with wB97M-V/def2-TZVPD.

Summary:
charge	+1
HOMO-LUMO gap	4.62	eV

Geometry (Å):
S  -2.938  0.067  1.749
O  -2.215  -5.754  3.169
O  -0.154  0.877  2.114
N  2.272  5.371  -1.790
C  -2.506  -7.037  2.567
C  1.377  -1.048  0.669
C  0.206  -1.555  -1.301
C  -0.610  -2.096  -2.302
C  -0.678  1.395  1.098
C  1.371  2.745  0.674
C  -3.793  -0.966  0.522
C  3.212  -0.491  2.125
C  -4.309  1.250  2.008
C  1.414  -0.876  -1.663
C  -1.725  -4.755  2.387
C  -1.413  -3.512  3.003
C  0.186  -1.688  0.142
C  1.940  -1.035  1.943
C  -0.928  -3.897  0.275
C  3.419  -0.056  -0.260
C  1.856  -0.857  -2.976
C  2.060  6.804  -1.684
C  -1.956  0.964  0.676
C  -1.493  -4.926  1.004
C  2.134  -0.543  -0.438
C  -0.860  -2.497  2.260
C  1.068  -1.455  -3.971
C  1.503  4.439  -1.076
C  2.896  5.002  -3.047
C  0.049  2.445  0.315
C  2.088  3.705  -0.014
C  -0.557  3.203  -0.700
C  -0.162  -2.057  -3.631
C  -0.562  -2.671  0.883
C  3.958  -0.007  1.029
C  0.148  4.194  -1.380
H  1.389  7.179  -2.476
H  -0.621  -1.534  2.713
H  -4.655  1.617  1.036
H  -5.101  0.715  2.538
H  -1.598  3.000  -0.941
H  1.644  7.057  -0.704
H  2.821  -0.394  -3.167
H  3.068  3.921  -3.072
H  1.417  -1.454  -5.009
H  -3.267  -6.964  1.779
H  3.857  5.527  -3.117
H  -4.288  -0.321  -0.213
H  -4.513  -1.558  1.095
H  4.955  0.409  1.192
H  -0.771  -2.511  -4.416
H  3.958  0.273  -1.146
H  -2.887  -7.622  3.406
H  3.035  7.299  -1.796
H  -1.608  -7.514  2.151
H  3.609  -0.427  3.141
H  -3.927  2.065  2.628
H  1.372  -1.430  2.780
H  -1.600  -3.389  4.070
H  -3.049  -1.612  0.048
H  -1.563  -2.553  -2.034
H  3.115  3.936  0.268
H  -1.750  -5.855  0.493
H  2.266  5.292  -3.907
H  1.850  2.211  1.494
H  -0.724  -4.068  -0.779
H  -2.393  1.238  -0.280
H  -0.341  4.790  -2.154

How positive or negative is each atom? The Mulliken charges in e answer that: 0.364 -0.424 -0.787 0.218 -0.841 1.004 -0.607 -0.309 1.102 -0.651 -0.633 -1.095 -1.142 0.048 0.768 -1.447 0.875 0.487 -1.037 -0.443 -0.480 -0.972 -0.758 -0.732 0.052 0.247 -0.706 -0.195 -0.977 0.362 -0.237 -0.878 -0.943 0.453 -0.812 -0.486 0.330 0.653 0.363 0.427 0.336 0.296 0.446 0.256 0.431 0.343 0.344 0.414 0.483 0.424 0.426 0.433 0.259 0.322 0.358 0.416 0.405 0.417 0.497 -0.115 0.590 0.430 0.441 0.330 0.542 0.635 0.273 0.411

Entry 6:
Below is a cluster of 5 separate species, C12H28FN4O4 in total at a distorted geometry, with properties calculated with wB97M-V/def2-TZVPD.

Summary:
charge	-1
HOMO-LUMO gap	8.61	eV

Geometry (Å):
F  0.916  0.971  1.269
O  3.501  -1.421  1.567
O  1.722  2.076  -2.006
O  -2.832  2.443  3.742
O  1.946  -0.920  -1.309
N  0.365  2.596  -3.748
N  1.294  -1.842  1.962
N  -1.296  0.972  2.905
N  -0.211  -0.477  -0.839
C  0.351  -2.133  -2.576
C  0.768  -1.139  -1.506
C  -1.630  -0.761  -0.909
C  1.275  2.225  -4.796
C  -0.917  0.448  4.214
C  2.717  -3.655  1.239
C  2.564  -2.186  1.614
C  0.659  2.477  -2.413
C  0.158  -2.699  2.175
C  -2.755  2.184  1.391
C  -0.432  2.923  -1.465
C  -2.302  1.859  2.801
H  0.448  -3.159  -2.221
H  -1.836  -1.811  -1.127
H  1.116  -0.835  2.060
H  -2.072  -0.625  0.081
H  -2.706  3.259  1.231
H  -0.128  2.759  -0.435
H  -0.302  -0.435  4.037
H  3.759  -3.893  1.034
H  -3.792  1.857  1.304
H  -0.581  4.001  -1.596
H  2.305  2.436  -4.512
H  -0.739  -2.193  1.802
H  -1.807  0.132  4.755
H  2.356  -4.344  2.003
H  -2.136  -0.102  -1.622
H  -0.568  2.887  -3.976
H  -1.368  2.417  -1.713
H  1.064  -1.989  -3.388
H  0.010  -2.954  3.228
H  -2.151  1.681  0.638
H  1.211  1.154  -5.016
H  1.063  2.769  -5.716
H  -0.309  1.166  4.767
H  0.011  0.170  -0.065
H  -0.641  -1.950  -2.989
H  -0.461  1.064  2.293
H  2.196  -3.817  0.291
H  0.198  -3.587  1.541

How positive or negative is each atom? The Mulliken charges in e answer that: -0.974 -0.646 -0.559 -0.700 -0.583 -0.184 0.107 0.129 0.628 -1.536 0.733 -1.450 -0.834 -0.906 -1.166 0.746 0.752 -1.069 -0.328 -1.190 0.453 0.187 0.482 0.160 0.352 0.267 0.142 0.220 0.329 0.286 0.560 0.273 0.218 0.359 0.363 0.293 0.207 0.248 0.400 0.307 -0.294 0.244 0.342 0.296 0.075 0.449 0.170 0.210 0.432